Here is the ion C5H15N2 with charge +1 in a non-equilibrium geometry from OMol25. Energies are from the ωB97M-V functional and the def2-TZVPD basis.

Bonds (Å) are listed after each position.
Cartesian coordinates (Å):
1 C -0.014 -0.639 -1.203  C8 1.507, H10 1.096, H18 1.095, C20 1.528
2 H -0.762 3.510 0.438  N14 1.006
3 H -0.216 0.815 1.934  C5 1.078
4 H -0.930 -2.497 0.424  N6 1.019
5 C 0.283 0.668 0.990  H3 1.078, H15 1.094, C20 1.522, C21 1.562
6 N -0.594 -2.935 -0.432  H4 1.019, C8 1.509, H13 1.022, H16 1.027
7 H -1.336 0.830 -0.364  C20 1.092
8 C 0.490 -2.042 -0.983  C1 1.507, N6 1.509, H9 1.085, H17 1.077
9 H 0.861 -2.501 -1.893  C8 1.085
10 H 0.860 -0.099 -1.585  C1 1.096
11 H 0.835 2.111 -0.492  C21 1.092
12 H 0.370 3.840 1.618  N14 1.005
13 H -0.294 -3.895 -0.248  N6 1.022
14 N -0.138 3.124 1.128  H2 1.006, H12 1.005, C21 1.444
15 H 1.168 0.065 1.216  C5 1.094
16 H -1.406 -2.940 -1.063  N6 1.027
17 H 1.299 -2.043 -0.272  C8 1.077
18 H -0.671 -0.575 -2.077  C1 1.095
19 H 1.733 2.237 1.010  C21 1.084
20 C -0.679 0.036 -0.004  C1 1.528, C5 1.522, H7 1.092, H22 1.094
21 C 0.739 2.109 0.595  C5 1.562, H11 1.092, N14 1.444, H19 1.084
22 H -1.378 -0.643 0.494  C20 1.094

Orbital gap in eV: 8.295
Relative energy (zero: lowest compared OMol25 entry of this formula, charge and spin) in eV: 0.879
Lowest unoccupied orbital energy in Ha: -0.1336
SMILES: NCCCCC[NH3+]
E_tot in Eh: -308.76036
Charge: +1
Highest occupied orbital energy in eV: -11.9307